25
Properties=species:S:1:pos:R:3:forces:R:3:mulliken_charge:R:1 method="wB97M-V/def2-TZVPD" e_lumo_ha=-0.0094 orbital_gap_ev=7.118 homo_energy_ev=-7.4 energy_ev=-32172.6318
H -3.711656 -0.207824 -1.265733 0.078 -0.068 -0.492 0.02
H -1.219323 2.180454 2.294919 -0.057 0.679 -1.845 0.30
H -0.140580 2.946903 -1.065253 -0.137 0.492 0.103 0.36
C 3.232906 -1.050580 -0.363331 -3.709 -1.122 1.181 -0.76
H 3.424929 -3.147579 -0.748312 0.542 -0.558 0.144 0.39
C -0.494235 1.931485 -0.978198 -1.417 0.059 0.663 -1.00
C 2.301314 -0.062863 -0.026441 -1.071 2.736 0.739 -0.27
C 1.448131 -2.653693 -0.017636 1.775 -1.628 -0.578 -0.23
C -1.873823 -1.579784 -0.483933 0.042 0.375 0.422 -0.14
P -3.627189 -1.327781 -0.425561 -0.142 0.268 0.581 -0.07
H -1.104389 3.488788 0.937357 -0.013 -0.662 0.260 0.30
H 2.485993 1.040256 0.193565 0.828 -1.540 -0.779 0.26
C 0.932656 -0.284086 0.273368 1.824 -3.393 0.063 0.83
H -3.695182 -0.428303 0.694079 -0.082 -0.626 0.052 0.01
H 0.183319 1.339110 -1.538653 0.179 -0.957 -0.485 0.34
C -1.337423 2.429403 1.171944 -2.346 0.612 3.109 -0.93
H -2.440669 2.260645 0.955911 1.183 0.235 -0.012 0.32
S -1.056298 -2.145045 0.836598 -0.463 0.827 -0.763 -0.07
C 0.064137 0.565725 0.976166 0.199 -0.177 1.881 -0.73
C 0.575511 -1.668809 0.329408 0.138 -0.147 -0.339 0.18
H -1.569638 1.859014 -1.255953 0.918 0.092 -0.646 0.35
C 2.816721 -2.376059 -0.341199 -2.239 0.811 -0.308 -0.57
H 1.126583 -3.729674 -0.071297 0.191 1.251 0.237 0.28
H 4.215731 -0.911966 -0.531262 3.091 1.169 -0.673 0.51
N -0.537536 1.532259 0.449450 0.688 1.273 -2.516 0.32



20
Properties=species:S:1:pos:R:3:forces:R:3:mulliken_charge:R:1 method="wB97M-V/def2-TZVPD" e_lumo_ha=-0.1289 total_charge=+1 smiles=[NH3+]CCNCCS orbital_gap_ev=8.325 homo_energy_ev=-11.8 energy_ev=-18166.9934
H 0.246364 -1.621814 -3.584383 0.024 -0.077 0.019 0.12
H -1.509690 1.004369 0.567961 -0.484 -1.146 1.175 0.38
N -1.286072 1.829528 1.193639 0.267 1.148 -1.972 -0.23
H 1.937241 -1.490099 -1.029155 -0.163 0.444 0.181 0.32
H 0.660685 -2.560214 -0.557962 0.099 -0.103 -0.861 0.33
S 1.136850 -2.435671 -2.994084 -0.430 0.088 0.024 -0.20
H -1.047107 -1.096945 -1.600956 0.099 0.507 0.055 0.48
H -1.717345 1.998189 2.097967 -0.214 -0.781 0.042 0.33
H 0.155837 0.250819 -1.543867 -0.239 -0.117 0.060 0.27
H -1.663312 2.557218 0.569974 0.769 0.479 0.455 0.37
C 0.470608 0.159295 1.199736 -0.403 -1.541 0.511 -0.42
H 0.573657 2.141637 2.147492 0.071 -0.131 0.265 0.39
N -0.488084 -0.507557 0.295665 -0.059 1.964 1.469 -0.42
C 0.205199 1.651445 1.256485 0.658 0.757 -0.219 -0.72
C 0.925734 -1.788332 -1.311870 0.162 -0.121 1.153 -0.52
H 0.759303 2.105775 0.427895 -0.847 0.315 -0.120 0.34
H 0.302682 -0.280121 2.213655 0.370 0.276 -0.737 0.43
C -0.156925 -0.698925 -1.092003 0.478 -1.423 -0.848 -0.74
H 1.495421 -0.058094 0.881328 -0.059 0.277 0.302 0.28
H -1.001044 -1.160503 0.862483 -0.100 -0.815 -0.953 0.24



10
Properties=species:S:1:pos:R:3:forces:R:3:mulliken_charge:R:1 method="wB97M-V/def2-TZVPD" e_lumo_ha=0.0219 orbital_gap_ev=9.943 homo_energy_ev=-9.3 energy_ev=-20357.4510
C 0.484691 0.386473 0.686086 1.219 0.897 -0.536 0.17
Cl 1.691203 -0.499307 -0.386919 -0.548 0.221 0.790 -0.17
H 1.011277 0.839349 1.531307 0.161 -0.771 0.000 0.27
N -1.711953 -0.646056 0.288196 0.468 -0.150 0.773 -0.30
C -0.687918 -0.401045 1.027759 -1.481 -2.071 1.341 -0.14
H -2.772403 -0.197906 -1.269075 0.551 0.275 0.066 0.26
H -0.726347 -0.935464 2.030515 0.344 0.825 -1.383 0.32
H -1.387683 0.821701 -0.966297 -0.481 -0.508 -0.709 0.23
N -1.810912 -0.111075 -0.942091 -0.096 0.544 0.066 -0.36
F 0.111569 1.483098 -0.050514 -0.138 0.738 -0.408 -0.29



17
Properties=species:S:1:pos:R:3:forces:R:3:mulliken_charge:R:1 method="wB97M-V/def2-TZVPD" e_lumo_ha=0.0185 orbital_gap_ev=8.718 homo_energy_ev=-8.2 energy_ev=-10806.2822
C -0.057591 -0.121232 2.079415 2.529 0.868 -1.733 -0.61
N 0.210173 -1.477461 -1.222905 -0.810 -5.768 3.847 -0.08
H -0.310607 1.044844 -0.969363 -1.166 0.850 -0.614 0.39
H 0.060364 -2.567353 -1.087268 0.625 3.059 -0.056 0.29
H 1.038999 -0.919527 -2.997393 -4.915 -0.769 1.123 0.26
H 0.636069 2.103288 1.515784 1.914 -1.108 0.220 0.36
C 0.077102 1.230397 1.194358 -0.972 -0.768 -1.434 0.07
C 0.281644 0.550868 -0.249968 4.058 8.328 -0.210 -0.38
H -1.009573 2.757692 0.494874 -0.121 -1.671 1.166 0.32
C -0.048572 -0.735244 -0.094545 1.703 -7.121 3.839 0.24
H -0.876968 -1.810682 -2.837666 3.251 3.197 0.403 0.28
N -0.114557 -1.006662 -2.422275 1.103 -1.161 -5.311 -0.65
H -0.979297 -0.212978 2.583732 -0.730 0.482 1.290 0.38
O -1.148824 1.953712 1.081560 -1.638 0.981 -0.552 -0.59
N -0.012275 -1.242451 1.163309 -1.562 0.824 -4.808 -0.74
H 1.361585 0.786397 -0.850163 -2.319 -1.142 2.055 0.20
H 0.892328 -0.333609 2.618515 -0.953 0.920 0.774 0.25



18
Properties=species:S:1:pos:R:3:forces:R:3:mulliken_charge:R:1 method="wB97M-V/def2-TZVPD" e_lumo_ha=0.0257 smiles=C[C@H](O)[C@@H](N)CO orbital_gap_ev=10.245 homo_energy_ev=-9.5 energy_ev=-9910.8658
H 0.678740 1.581642 -0.405279 -0.063 0.052 0.127 0.39
H -2.035859 1.276800 0.395721 0.090 -0.098 0.125 0.36
H -2.171641 1.557831 -1.298228 0.132 0.109 -0.261 0.36
O 0.690132 -1.253797 2.306603 -0.126 -0.110 0.096 -0.54
C -1.490899 1.681385 -0.458768 -0.201 0.024 0.653 -1.20
H 1.840733 -0.164767 0.987039 0.145 0.385 0.136 0.30
H -0.627364 0.159862 -2.432144 0.023 0.113 0.194 0.32
H 0.902757 -1.340542 -1.307381 0.056 0.006 0.035 0.26
H -1.381984 2.739000 -0.221325 0.134 0.075 -0.406 0.25
C 0.825526 -0.186132 1.392897 -0.764 -0.676 -0.470 -0.54
N 0.279133 -1.564245 -0.541870 0.248 0.087 0.475 -0.72
H 0.511399 -2.048276 1.778410 0.222 0.203 0.042 0.32
H -0.533823 -2.012679 -0.919100 -0.202 -0.228 -0.254 0.22
C -0.106008 -0.364356 0.210988 0.319 0.195 -1.823 -0.10
H 0.531682 0.732853 1.880421 0.370 0.320 0.411 0.32
O 0.075714 0.702880 -2.052555 0.079 -0.144 -0.313 -0.59
H -1.130128 -0.533343 0.473315 -0.482 -0.206 0.915 0.49
C -0.164323 0.943660 -0.678227 0.020 -0.106 0.317 0.08



76
Properties=species:S:1:pos:R:3:forces:R:3:mulliken_charge:R:1 method="wB97M-V/def2-TZVPD" e_lumo_ha=0.1660 total_charge=-2 orbital_gap_ev=5.981 homo_energy_ev=-1.5 energy_ev=-259298.9780
H -2.156164 -3.174598 -1.901058 0.008 0.019 -0.006 0.29
C 2.838761 -1.513662 1.751274 -0.029 0.009 -0.006 -0.33
C -0.409894 -3.878569 1.251326 -0.028 -0.025 0.003 -0.30
H 0.920280 4.463301 2.844515 -0.002 -0.007 -0.008 0.37
C 2.484533 -2.706939 -0.645681 0.058 0.091 -0.003 -0.06
H -0.115034 7.814571 -3.094815 0.002 -0.003 0.004 0.34
C -1.538231 4.680734 0.519349 -0.012 0.073 -0.010 0.14
C -6.502272 -2.680042 3.590938 0.014 -0.009 -0.004 -0.34
C -2.835499 -2.341734 -2.046005 -0.026 -0.020 0.020 -0.10
C -0.961699 7.136987 -3.101705 0.003 -0.013 0.011 -0.56
C -0.423552 4.199340 1.196709 -0.013 0.000 -0.023 -0.09
H -3.317624 -1.538339 3.761800 -0.003 -0.002 0.006 0.36
H 2.947256 -1.003349 2.706219 0.006 0.001 0.006 0.34
Pd -0.900743 0.587711 0.010512 -0.029 -0.225 0.016 0.25
H -3.810391 6.501588 -4.813716 -0.001 -0.003 0.002 0.35
Se -0.770354 2.447353 -1.721809 0.202 -0.078 -0.040 -0.56
C -1.485573 -0.629657 1.568980 0.000 0.132 -0.048 -0.88
Se -2.332258 1.021437 1.942316 0.011 0.059 -0.005 -0.47
C -2.400959 -4.902597 0.413413 0.025 -0.016 -0.025 0.02
C 3.466651 -3.178691 0.200608 -0.034 -0.026 -0.002 -0.31
H -5.104887 0.724409 -2.608884 0.003 0.002 0.005 0.37
C 0.230935 -5.111488 1.244525 0.006 -0.025 -0.013 -0.40
P -2.300265 3.835950 -0.940533 -0.124 0.011 0.092 -0.30
C -4.489612 -0.153855 -2.453824 0.012 -0.025 -0.018 -0.59
C -5.329707 -2.176010 4.139787 -0.010 0.003 -0.011 -0.61
H -2.302354 -7.019634 0.061337 -0.003 0.004 0.000 0.37
C -4.046669 -0.897426 -3.540145 -0.011 0.004 0.012 -0.37
N 1.892070 -1.035142 0.962801 0.018 0.036 -0.005 -0.32
C 0.058186 4.860759 2.321311 -0.001 -0.004 -0.001 -0.63
H -0.182197 6.524347 3.659286 -0.002 0.004 -0.002 0.33
C -1.683521 6.497592 2.118112 -0.017 -0.004 -0.008 -0.48
C -0.561235 6.012869 2.781416 0.010 -0.008 0.012 -0.38
F 2.563161 -2.566476 -3.021933 -0.033 0.067 -0.032 -0.25
C -3.221146 -1.993084 -3.334494 0.000 0.009 -0.007 -0.60
S 0.383355 -1.035204 -1.228518 0.008 0.182 -0.001 -0.23
H -2.183546 7.391876 2.474035 0.000 0.002 -0.001 0.35
C -5.433212 -2.762074 1.437578 0.032 0.006 -0.009 -0.16
C -4.218014 -1.966973 3.334812 0.006 0.003 0.003 -0.48
H 0.127931 -3.000679 1.584801 0.060 0.050 -0.027 0.08
C -1.039993 6.122852 -2.158971 0.009 -0.011 -0.001 -0.13
H 0.053633 3.294999 0.837277 0.014 0.013 0.003 0.27
C -2.170081 5.827446 1.006940 0.012 -0.006 0.021 -0.34
C -3.107636 5.394749 -3.112920 0.009 -0.003 0.035 -0.52
C -3.274735 -1.607031 -0.946653 0.009 -0.045 -0.002 -0.08
C 3.659531 -2.587222 1.441700 0.025 0.001 -0.001 -0.59
H 1.265340 -5.180856 1.561207 0.001 0.011 -0.002 0.41
H -7.469066 -3.350325 1.795448 0.002 0.001 -0.006 0.36
Ge -2.629847 -1.996286 0.861381 0.058 -0.017 0.016 1.79
H -5.288007 -1.930621 5.195003 0.005 0.002 0.002 0.36
C -1.732101 -3.751526 0.830808 -0.066 -0.028 0.003 -0.16
C -3.030612 6.402268 -4.066714 0.012 0.017 -0.017 -0.43
H -4.323819 -0.607110 -4.547205 -0.002 0.001 0.000 0.33
H 0.054506 -7.205765 0.798298 0.002 0.002 -0.001 0.35
F 1.109056 -3.925667 -2.171751 -0.067 0.012 0.004 -0.17
H -2.849407 -2.560329 -4.179888 0.004 -0.006 -0.004 0.36
C -1.767774 -6.138787 0.399877 0.001 0.013 0.007 -0.65
H -3.055230 6.199368 0.499378 0.006 0.013 0.001 0.31
C -4.108361 -0.509134 -1.168482 -0.014 0.019 0.046 -0.33
H -1.895252 8.072994 -4.799780 0.002 0.002 0.002 0.34
H -4.421886 0.101934 -0.328928 0.008 0.003 -0.007 0.28
H -7.374354 -2.835814 4.216038 -0.003 0.002 -0.003 0.35
H -3.433760 -4.832711 0.085074 0.004 -0.005 0.000 0.34
H -3.948243 4.709160 -3.113891 -0.001 0.004 0.000 0.31
C -0.446249 -6.244285 0.815277 -0.002 0.007 0.002 -0.57
C -2.118778 5.237532 -2.143389 -0.028 0.014 -0.035 0.25
H -5.490308 -2.972062 0.373678 -0.008 0.005 0.005 0.29
H 4.414819 -2.939392 2.131169 0.000 0.004 0.004 0.38
C 1.666245 -1.600581 -0.246433 -0.117 -0.189 0.055 0.38
H -0.673629 -0.925569 2.227928 0.007 0.025 -0.019 0.46
F 3.200036 -4.412283 -2.120235 0.071 -0.062 -0.019 -0.35
C -4.245692 -2.263875 1.972737 -0.042 -0.004 -0.032 -0.12
C -6.553400 -2.969704 2.234563 0.004 -0.010 0.008 -0.63
H -0.251576 6.003972 -1.424794 -0.006 -0.003 0.002 0.37
H 4.075792 -4.018847 -0.105108 -0.003 0.008 0.004 0.44
C -1.958034 7.282265 -4.060710 -0.013 -0.012 -0.003 -0.36
C 2.317166 -3.378257 -1.977869 0.000 -0.051 0.054 0.57



41
Properties=species:S:1:pos:R:3:forces:R:3:mulliken_charge:R:1 method="wB97M-V/def2-TZVPD" e_lumo_ha=-0.0097 smiles="COc1ccc(/C=C/C(=O)O)cc1S(=O)(=O)NCc1ccccc1" orbital_gap_ev=8.441 homo_energy_ev=-8.7 energy_ev=-40467.1349
S -0.689569 3.098008 0.158284 -0.335 0.129 0.293 1.26
O 0.549845 1.670135 -2.161450 0.034 -0.011 0.145 -0.29
C 0.552858 1.028938 1.391453 0.286 -0.315 0.204 -0.75
O -0.632864 3.657739 1.475906 -0.043 -0.326 0.144 -0.73
H -1.988048 0.363465 -3.387762 0.029 0.088 -0.128 0.46
H 2.565219 -2.531684 2.371475 0.025 0.004 -0.185 0.35
H 1.017715 -0.213313 3.642860 -0.014 -0.003 0.122 0.37
H 2.907592 -3.810182 5.508285 -0.162 0.269 -0.063 0.34
C 1.137146 1.205769 -3.357571 0.082 -0.118 -0.208 -1.03
C 2.087397 -1.902125 3.104524 -0.142 0.298 -0.244 -0.71
C 2.169021 -2.376036 4.488690 -0.215 0.184 0.594 0.41
C -2.022559 -0.371250 -0.101379 -0.133 0.015 -0.127 -0.20
H 2.229020 1.221286 -3.298987 -0.042 -0.001 0.032 0.40
C 1.454095 -0.757080 2.813459 0.261 -0.552 0.533 -0.35
C -2.152622 0.386331 -1.258059 -0.070 -0.210 -0.092 1.01
H -2.083193 2.382789 -2.028316 -0.203 -0.129 -0.139 0.47
H 0.154740 1.526194 2.262939 -0.015 -0.019 0.179 0.56
H 2.356511 -1.634220 0.377118 0.072 -0.116 -0.018 0.33
H 0.794109 0.195959 -3.603304 0.024 0.040 0.022 0.37
H -2.255529 0.060184 0.861468 0.037 0.028 0.103 0.26
C -1.443199 -1.525848 -2.543501 0.001 -0.062 -0.096 -0.58
N -2.252472 2.554652 -0.021426 0.647 0.420 0.248 -0.27
C -1.872614 -0.212468 -2.480975 -0.087 0.050 0.136 -0.50
H -1.227729 -1.976843 -3.501702 0.016 -0.035 -0.081 0.44
C -1.285198 -2.261738 -1.381015 0.007 -0.073 -0.017 -0.56
C -1.583426 -1.682471 -0.160699 -0.044 -0.056 0.072 -0.63
O 1.683026 -1.838905 5.453691 -0.001 0.021 -0.012 -0.59
C 1.277384 -0.161768 1.508362 -0.136 0.335 -0.621 1.22
H -2.616868 2.173460 0.836262 -0.002 0.049 0.240 0.34
H -1.473849 -2.250816 0.750792 0.016 -0.059 0.093 0.44
H -3.665462 1.901998 -1.382358 0.172 0.080 -0.005 0.42
C -2.581702 1.835067 -1.224838 -0.131 -0.049 -0.442 -1.40
H -0.938137 -3.282937 -1.427005 0.032 -0.097 -0.004 0.42
H 0.808798 1.901075 -4.127739 0.041 -0.071 0.017 0.25
C 0.331174 1.612423 0.168123 -0.251 0.815 -0.327 0.07
O 2.867009 -3.523302 4.583065 0.285 -0.396 -0.218 -0.45
C 1.583926 -0.127141 -0.895695 -0.038 0.126 -0.238 -0.96
O -0.382979 3.926931 -0.962184 -0.004 -0.331 -0.128 -0.64
C 0.836598 1.049355 -1.007148 0.111 -0.105 0.104 0.81
H 1.997845 -0.592083 -1.775868 0.004 -0.021 -0.105 0.39
C 1.786990 -0.719549 0.332230 -0.115 0.203 0.216 -0.76